Record 1
Molecular formula: C5H14NS
Method: DFT, ωB97M-V with the def2-TZVPD basis set

DFT total energy, eV: -17730.5068
Frontier orbital gap, Ha: 0.29909
Total charge: +1
Structure (SMILES): CSCC[C@@H](C)[NH3+]
ΔE to the lowest compared entry with this formula, charge and spin, kcal/mol: 17.8

Last column: natural (NBO) charge in e.
Cartesian coordinates (Å):
1 S 0.1248 2.9987 -0.0200  0.24
2 N 0.1234 -2.0401 1.5453  -0.68
3 C -0.5452 -1.0486 0.5814  -0.04
4 C 0.6650 2.4720 -1.6740  -0.74
5 C -0.7696 1.4785 0.4440  -0.53
6 C -0.2676 -1.6595 -0.8159  -0.65
7 C 0.1843 0.2794 0.6885  -0.45
8 H 1.0459 0.2626 0.0138  0.22
9 H 0.6644 0.4411 1.6613  0.22
10 H -0.0382 -1.8532 2.5416  0.44
11 H 1.1521 3.2896 -2.1903  0.26
12 H -0.1425 -0.8691 -1.5546  0.25
13 H -1.3085 1.5498 1.3854  0.24
14 H 1.1214 -1.8153 1.4915  0.44
15 H -1.4193 1.2111 -0.3913  0.21
16 H -0.1162 1.9981 -2.2575  0.22
17 H -1.6003 -1.0099 0.8226  0.24
18 H 0.7514 -2.0660 -0.8128  0.22
19 H -0.1015 -2.9945 1.2959  0.45
20 H 1.4572 1.7343 -1.5085  0.20
21 H -0.9809 -2.3590 -1.2464  0.25

=====

Record 2
Molecular formula: CH8N2
Method: DFT, ωB97M-V with the def2-TZVPD basis set

DFT total energy, eV: -4145.4076
Frontier orbital gap, Ha: 0.39484
Structure (SMILES): NN.C
ΔE to the lowest compared entry with this formula, charge and spin, kcal/mol: 30.6

Last column: natural (NBO) charge in e.
Cartesian coordinates (Å):
1 N 0.8392 0.6495 -0.0190  -0.65
2 N 1.5824 -0.5552 0.1468  -0.66
3 C -2.2790 -0.1150 0.0133  -0.88
4 H -1.2342 0.2141 -0.2385  0.25
5 H 1.2599 1.2597 0.6571  0.34
6 H 0.9802 1.1281 -0.8925  0.33
7 H 1.0146 -1.2430 -0.4031  0.34
8 H -2.4531 -0.0707 1.0537  0.21
9 H 2.5037 -0.6299 -0.3205  0.33
10 H -2.2420 -1.1049 -0.4193  0.20
11 H -3.1057 0.4760 -0.4108  0.21

=====

Record 3
Molecular formula: C39H90N4O8
Method: DFT, ωB97M-V with the def2-TZVPD basis set

DFT total energy, eV: -64235.6889
Frontier orbital gap, Ha: 0.29935
Structure (SMILES): CC1(C)CCCC(C)(C)N1O.CC1(C)CCCC(C)(C)N1O.CC1(C)CCCC(C)(C)N1O.CC1(C)CCCC(C)(C)N1O.CO.CO.CO.O
ΔE to the lowest compared entry with this formula, charge and spin, kcal/mol: 43.9

Last column: Löwdin charge in e.
Cartesian coordinates (Å):
1 O 9.5365 -7.4330 7.7523  -0.01
2 O 11.1518 -9.2111 14.1016  -0.16
3 O 8.1041 -9.0799 13.7369  -0.13
4 O 10.5163 -9.8111 21.4407  -0.01
5 O 17.6848 -4.2657 11.7467  -0.02
6 O 12.2800 -10.9024 12.2842  -0.04
7 O 9.2653 -4.5451 16.0213  -0.12
8 O 18.4490 -8.0019 15.3058  -0.01
9 N 16.5638 -4.6290 10.9435  -0.10
10 N 10.7235 -8.1783 7.7905  -0.11
11 N 17.2162 -7.8530 15.9513  -0.10
12 N 10.9112 -8.6586 20.7223  -0.11
13 C 17.9784 -4.9094 8.9798  -0.04
14 C 17.2545 -6.9028 17.0746  -0.51
15 C 12.8264 -8.1665 22.1291  -0.04
16 C 15.2913 -4.6790 11.6964  -0.48
17 C 11.4965 -7.6154 21.5604  -0.52
18 C 10.3659 -9.1569 5.4950  -0.03
19 C 11.2359 -7.8024 14.3160  -0.13
20 C 15.8562 -6.7139 17.6485  -0.12
21 C 14.3778 -6.1779 9.7427  -0.18
22 C 10.5295 -8.6019 10.1370  -0.03
23 C 10.5248 -7.1830 18.7887  -0.13
24 C 10.1637 -9.6060 18.6261  -0.02
25 C 8.0357 -5.0033 15.5076  -0.17
26 C 10.6050 -7.0640 22.6508  -0.03
27 C 17.8415 -5.5815 16.5675  -0.03
28 C 15.6890 -5.8952 9.0228  -0.13
29 C 12.6424 -9.0469 6.5122  -0.12
30 C 10.0207 -8.3905 19.5687  -0.50
31 C 11.4675 -6.9863 5.7998  -0.04
32 C 8.5363 -8.2192 19.9463  -0.02
33 C 12.5163 -10.3604 7.3314  -0.17
34 C 11.9222 -6.4508 20.6507  -0.16
35 C 16.9598 -5.5721 9.9017  -0.51
36 C 10.8395 -5.9741 19.6896  -0.17
37 C 15.0174 -8.7760 16.4348  -0.15
38 C 18.1621 -7.3909 18.2220  -0.04
39 C 17.5087 -6.9164 10.3799  -0.05
40 C 11.2655 -8.3447 6.4505  -0.53
41 C 14.1566 -5.0256 10.7165  -0.13
42 C 16.3617 -9.0248 15.8315  -0.52
43 C 16.9460 -10.2868 16.5263  -0.02
44 C 15.0147 -8.0144 17.7508  -0.16
45 C 14.9776 -3.3190 12.3105  -0.04
46 C 10.7285 -9.2669 8.7646  -0.49
47 C 15.5332 -5.6680 12.8501  -0.03
48 C 7.5186 -9.3929 14.9674  -0.18
49 C 12.0940 -10.0080 8.7638  -0.12
50 C 16.1533 -9.3476 14.3492  -0.03
51 C 9.5786 -10.2682 8.5486  -0.03
52 H 10.0194 -10.0866 5.9459  0.06
53 H 14.1179 -3.3485 12.9757  0.09
54 H 12.3358 -5.6088 21.2097  0.12
55 H 18.3033 -6.6259 18.9886  0.09
56 H 7.4056 -10.4577 15.1917  0.08
57 H 12.1915 -7.4489 13.9242  0.07
58 H 8.9766 -9.4474 13.5566  0.05
59 H 15.2894 -6.0228 17.0206  0.12
60 H 9.6455 -10.9546 7.7015  0.06
61 H 10.6605 -9.2239 4.4507  0.09
62 H 11.4717 -7.4861 18.3423  0.10
63 H 13.3034 -5.4003 11.3001  0.11
64 H 12.8371 -9.3049 9.1508  0.11
65 H 9.7914 -6.7733 18.0936  0.12
66 H 15.8610 -6.3748 18.6850  0.12
67 H 10.3773 -7.2653 13.9082  0.07
68 H 9.3828 -9.5810 17.8666  0.07
69 H 10.0563 -10.5364 19.1839  0.07
70 H 18.8696 -5.7113 16.2454  0.08
71 H 15.5955 -5.0695 8.3146  0.11
72 H 18.8214 -4.5680 9.5849  0.08
73 H 18.0188 -7.5288 9.6367  0.09
74 H 7.9204 -7.9667 19.0816  0.08
75 H 17.9722 -10.4874 16.1875  0.08
76 H 11.8334 -11.0330 6.8133  0.10
77 H 11.2488 -5.2143 19.0151  0.11
78 H 8.6673 -9.7108 8.3052  0.08
79 H 13.2315 -11.0075 12.1617  0.06
80 H 11.2154 -7.7503 15.4056  0.07
81 H 19.1775 -7.6756 17.9307  0.08
82 H 12.6571 -8.8222 22.9868  0.08
83 H 13.5260 -10.7739 7.2755  0.11
84 H 9.5490 -6.8924 8.5503  0.10
85 H 13.5267 -7.3751 22.3936  0.08
86 H 14.0118 -7.6461 17.9803  0.09
87 H 16.8677 -7.6250 10.9155  0.07
88 H 15.7389 -8.5079 13.7895  0.06
89 H 11.4020 -7.9428 10.1978  0.08
90 H 8.0186 -6.0659 15.2489  0.07
91 H 18.4492 -5.4945 8.1869  0.09
92 H 9.4012 -8.6284 5.4405  0.08
93 H 10.6389 -9.3101 10.9621  0.07
94 H 11.1547 -10.4530 21.1116  0.10
95 H 7.9120 -4.4178 14.5823  0.08
96 H 13.7982 -4.1463 10.1821  0.12
97 H 11.1699 -9.5978 18.2050  0.08
98 H 9.3386 -10.8649 9.4302  0.08
99 H 17.2116 -5.1494 15.7872  0.07
100 H 10.0353 -7.8031 23.2217  0.09
101 H 12.1106 -10.9359 9.3312  0.11
102 H 10.0920 -5.3999 20.2410  0.11
103 H 17.7697 -4.8593 17.3849  0.09
104 H 8.1013 -9.1523 20.3128  0.08
105 H 15.2883 -8.6229 18.6152  0.11
106 H 17.7807 -5.0314 12.3411  0.08
107 H 16.0788 -6.5871 12.6238  0.06
108 H 17.5376 -4.0459 8.4795  0.08
109 H 12.7449 -6.8041 20.0177  0.10
110 H 14.8334 -2.5527 11.5342  0.09
111 H 11.1843 -6.5624 23.4321  0.09
112 H 7.1249 -4.7288 16.0384  0.08
113 H 14.5561 -5.9795 13.2331  0.08
114 H 13.5144 -6.2223 9.0831  0.10
115 H 7.9625 -8.8850 15.8323  0.06
116 H 11.5943 -9.5240 13.2899  0.02
117 H 18.2592 -6.6866 11.1520  0.08
118 H 6.5032 -8.9930 14.9047  0.08
119 H 8.4354 -7.4825 20.7434  0.07
120 H 13.2888 -8.4168 7.1301  0.11
121 H 16.1379 -5.2109 13.6340  0.07
122 H 13.0138 -9.2328 5.5093  0.12
123 H 12.0373 -11.5969 12.9114  0.07
124 H 17.0817 -10.0708 17.5869  0.07
125 H 14.4079 -9.6774 16.5478  0.13
126 H 17.7318 -8.2567 18.7337  0.07
127 H 16.0389 -6.8082 8.5318  0.11
128 H 15.7996 -2.7562 12.7680  0.08
129 H 9.5940 -8.0906 10.3599  0.09
130 H 10.5325 -6.4656 5.5981  0.08
131 H 14.5910 -7.0830 10.3208  0.11
132 H 9.8773 -6.3427 22.2745  0.07
133 H 13.3202 -8.8093 21.3966  0.08
134 H 16.4056 -11.1935 16.2668  0.08
135 H 15.4458 -10.1778 14.2509  0.08
136 H 12.0919 -6.3687 6.4545  0.08
137 H 9.9275 -4.5767 15.3307  0.07
138 H 18.9674 -8.6145 15.8569  0.09
139 H 17.0387 -9.6803 13.8053  0.08
140 H 12.0289 -7.0437 4.8655  0.09
141 H 14.3954 -8.2335 15.7083  0.12